The following is a quantum chemistry calculation of an isolated ion of composition C9H16N2O and charge +2 in a non-equilibrium geometry, from OMol25.

Each atom is followed by the atoms it is bonded to, with distances in Å.
Atoms and positions in Å:
1 C -0.74737 -0.74248 -1.29807  N10 1.500, O12 1.154, H15 1.241
2 C -0.32782 1.79781 0.05989  C3 1.501, C4 1.492, H13 1.119, H14 1.035
3 C 0.59016 1.42678 -1.06858  C2 1.501, C5 1.443, H16 1.068
4 C -1.68339 1.19360 -0.09184  C2 1.492, N10 1.537, H17 1.119, H18 1.103
5 C 1.80960 0.67506 -0.89565  C3 1.443, N11 1.414, H19 1.175, H20 1.146
6 C -2.79195 -0.95050 0.19908  C7 1.494, N10 1.428, H21 1.100, H22 1.054
7 C -1.64642 -1.28869 1.09719  C6 1.494, N10 1.525, H23 1.128, H24 1.090
8 C 2.71711 -1.12667 0.48914  C9 1.464, N11 1.431, H25 1.034, H26 1.053
9 C 1.73986 -0.50958 1.38761  C8 1.464, N11 1.463, H27 1.062, H28 1.050
10 N -1.53533 -0.33604 -0.08857  C1 1.500, C4 1.537, C6 1.428, C7 1.525
11 N 1.58644 -0.44822 -0.06646  C5 1.414, C8 1.431, C9 1.463
12 O -0.77848 -1.80665 -1.74225  C1 1.154
13 H 0.17428 1.26879 0.90877  C2 1.119
14 H -0.40038 2.83037 0.08576  C2 1.035
15 H -0.02676 0.18112 -1.70862  C1 1.241
16 H 0.50861 1.93048 -2.00636  C3 1.068
17 H -2.47642 1.53630 0.61898  C4 1.119
18 H -2.05540 1.51002 -1.08031  C4 1.103
19 H 2.22578 0.25666 -1.91141  C5 1.175
20 H 2.69681 1.30128 -0.52850  C5 1.146
21 H -3.11913 -1.80970 -0.40450  C6 1.100
22 H -3.60007 -0.32964 0.46713  C6 1.054
23 H -1.38558 -0.70377 2.02531  C7 1.128
24 H -1.06142 -2.18882 0.90865  C7 1.090
25 H 3.70453 -0.82549 0.54837  C8 1.034
26 H 2.75262 -2.17580 0.40117  C8 1.053
27 H 0.94566 -1.00983 1.88470  C9 1.062
28 H 2.18446 0.34360 1.80937  C9 1.050

Output
⟨S²⟩ = 2.01
Strongest force on any atom = 0.0763 hartree/bohr
2S+1 = 3
Orbital gap (alpha / beta) = 8.860 / 6.582 eV
DFT total energy = -536.3384 a.u.
Net charge = +2


The following is a quantum chemistry calculation of a 2-piece molecular cluster, C9H16N2O2 overall in a non-equilibrium geometry, from OMol25.

Each atom is followed by the atoms it is bonded to, with distances in Å.
Atoms and positions in Å:
1 C 2.01982 1.31379 -0.60322  C2 1.429, N26 1.386, O28 1.236
2 C 2.55487 1.23838 0.72009  C1 1.429, C3 1.347, H11 1.115
3 C 2.93128 0.08790 1.31001  C2 1.347, H12 1.143, N27 1.388
4 C 2.17636 -1.17115 -0.59223  N26 1.435, N27 1.345, O29 1.214
5 C -1.69113 -0.01016 -0.00343  C6 1.523, C7 1.611, C8 1.556, C9 1.510
6 C -2.21744 1.28271 0.60650  C5 1.523, H14 1.067, H15 1.119, H16 1.061
7 C -2.83215 -1.13866 -0.14780  C5 1.611, H17 1.197, H18 1.211, H19 1.273
8 C -0.50892 -0.49520 0.88463  C5 1.556, H20 1.065, H21 1.137, H22 1.105
9 C -1.16783 0.24284 -1.39671  C5 1.510, H23 1.198, H24 1.194, H25 1.053
10 H 1.52727 -0.01959 -2.13955  N26 0.993
11 H 2.96023 2.15312 1.21213  C2 1.115
12 H 3.38724 -0.14146 2.33267  C3 1.143
13 H 2.70287 -1.97312 1.07750  N27 0.963
14 H -3.04185 1.64312 0.03253  C6 1.067
15 H -2.58559 1.18901 1.65872  C6 1.119
16 H -1.44415 2.00525 0.52783  C6 1.061
17 H -2.32764 -2.22339 -0.17929  C7 1.197
18 H -3.56181 -1.09090 0.81752  C7 1.211
19 H -3.33081 -0.99639 -1.31038  C7 1.273
20 H 0.00475 -1.34762 0.50684  C8 1.065
21 H -0.99500 -0.85776 1.84696  C8 1.137
22 H 0.11119 0.40529 1.04587  C8 1.105
23 H -0.07681 0.73764 -1.41650  C9 1.198
24 H -1.13195 -0.81764 -1.94413  C9 1.194
25 H -1.86747 0.87095 -1.87115  C9 1.053
26 N 1.79544 0.07769 -1.18857  C1 1.386, C4 1.435, H10 0.993
27 N 2.56681 -1.10063 0.69282  C3 1.388, C4 1.345, H13 0.963
28 O 1.80459 2.34133 -1.25498  C1 1.236
29 O 2.23784 -2.20534 -1.22470  C4 1.214

Output
Strongest force on any atom = 0.0747 hartree/bohr
2S+1 = 1
Orbital gap = 9.973 eV
DFT total energy = -612.4924 a.u.
Net charge = 0


The following is a quantum chemistry calculation of an isolated ion of composition C9H16N2O3PS and charge +1 in a non-equilibrium geometry, from OMol25.

Each atom is followed by the atoms it is bonded to, with distances in Å.
Atoms and positions in Å:
1 C 2.84715 -1.99393 1.12483  C2 1.449, H17 1.137, H18 1.148
2 C 2.12082 -2.59624 0.02454  C1 1.449, P3 1.901, H19 1.137
3 P 0.89926 -1.57063 -1.01008  C2 1.901, C4 1.887, O12 1.693, H20 1.438
4 C 1.71527 0.11851 -1.21752  P3 1.887, C5 1.604, H21 1.142, H22 1.157
5 C 0.74629 1.28582 -1.73736  C4 1.604, S6 1.879, H23 1.153, H24 1.140
6 S -0.33452 2.01758 -0.38524  C5 1.879, C7 1.840
7 C 0.82253 2.27436 1.02261  S6 1.840, N8 1.443, O11 1.405
8 N 0.65124 1.29352 2.06641  C7 1.443, N9 1.363
9 N 1.61405 1.64694 2.96442  N8 1.363, C10 1.432
10 C 2.34050 2.79925 2.52280  N9 1.432, O11 1.438, H25 1.133
11 O 1.84238 3.21543 1.23985  C7 1.405, C10 1.438
12 O -0.55203 -1.56082 -0.13871  P3 1.693, C13 1.459
13 C -1.69668 -1.13299 -0.93496  O12 1.459, C14 1.625, H26 1.157, H27 1.139
14 C -2.76310 -0.51223 0.12266  C13 1.625, C15 1.599, O16 1.451, H28 1.156
15 C -3.82280 0.47597 -0.55275  C14 1.599, H29 1.146, H30 1.139, H31 1.154
16 O -3.35356 -1.65137 0.79990  C14 1.451, H32 0.988
17 H 3.98155 -1.93202 1.17305  C1 1.137
18 H 2.23996 -1.55554 1.99492  C1 1.148
19 H 2.29183 -3.69451 -0.21539  C2 1.137
20 H 0.79775 -2.15599 -2.32008  P3 1.438
21 H 2.25831 0.34551 -0.23894  C4 1.142
22 H 2.54679 0.00174 -2.01421  C4 1.157
23 H 1.39077 2.16458 -2.11414  C5 1.153
24 H 0.07450 0.90917 -2.57763  C5 1.140
25 H 3.20662 3.32182 3.03300  C10 1.133
26 H -2.25938 -2.01544 -1.42717  C13 1.157
27 H -1.45914 -0.39522 -1.76994  C13 1.139
28 H -2.10838 0.04638 0.89472  C14 1.156
29 H -3.38730 1.53612 -0.57537  C15 1.146
30 H -4.19725 0.14102 -1.57457  C15 1.139
31 H -4.73813 0.53834 0.14706  C15 1.154
32 H -3.71528 -1.36510 1.67330  O16 0.988

Output
Strongest force on any atom = 0.1306 hartree/bohr
2S+1 = 1
Orbital gap = 7.633 eV
DFT total energy = -1426.8171 a.u.
Net charge = +1


The following is a quantum chemistry calculation of an isolated molecule of C9H16N2O4 in a non-equilibrium geometry, from OMol25.

Each atom is followed by the atoms it is bonded to, with distances in Å.
Atoms and positions in Å:
1 C -1.68158 -0.54525 -0.51638  C2 1.404, C3 1.579, H12 1.131, N26 1.437
2 C -0.35315 -0.98843 -0.61414  C1 1.404, N27 1.400, O28 1.196
3 C -2.39422 -0.42253 0.88750  C1 1.579, C4 1.660, H13 1.122, O29 1.557
4 C -1.97027 0.93119 1.74934  C3 1.660, H15 1.247, H16 1.233, H17 1.174
5 C 1.95696 -0.43247 -0.46973  C6 1.455, C7 1.635, H18 1.124, N27 1.493
6 C 2.40632 -1.44136 0.47701  C5 1.455, O30 1.167, O31 1.368
7 C 2.77076 0.92513 -0.05891  C5 1.635, C8 1.535, H19 1.039, H20 1.100
8 C 1.86423 1.90040 -0.82325  C7 1.535, C9 1.615, H21 1.062, H22 1.173
9 C 0.36489 1.38754 -0.50914  C8 1.615, H23 1.119, H24 1.077, N27 1.333
10 H -2.25759 -1.34413 -2.48860  N26 1.104
11 H -2.17067 -2.19295 -1.16298  N26 0.979
12 H -1.68474 0.49486 -0.96135  C1 1.131
13 H -2.09953 -1.27010 1.56068  C3 1.122
14 H -3.89904 -1.24249 -0.13986  O29 1.074
15 H -0.87224 0.52041 2.17350  C4 1.247
16 H -2.03740 1.87835 0.96333  C4 1.233
17 H -2.79429 1.10750 2.56691  C4 1.174
18 H 2.14958 -0.46323 -1.57682  C5 1.124
19 H 3.64744 0.99257 -0.61224  C7 1.039
20 H 3.06908 0.93654 0.99953  C7 1.100
21 H 2.07260 1.68289 -1.84114  C8 1.062
22 H 1.97882 3.06734 -0.79251  C8 1.173
23 H -0.01866 1.67991 -1.51844  C9 1.119
24 H -0.01889 1.65979 0.45997  C9 1.077
25 H 2.72008 -1.62505 2.32512  O31 0.982
26 N -2.50542 -1.30791 -1.41333  C1 1.437, H10 1.104, H11 0.979
27 N 0.55105 0.06852 -0.45825  C2 1.400, C5 1.493, C9 1.333
28 O -0.14458 -2.16223 -0.70625  C2 1.196
29 O -3.90749 -0.39716 0.52313  C3 1.557, H14 1.074
30 O 3.14588 -2.30409 0.21089  C6 1.167
31 O 2.11206 -1.09357 1.76643  C6 1.368, H25 0.982

Output
Strongest force on any atom = 0.1765 hartree/bohr
2S+1 = 1
Orbital gap = 10.097 eV
DFT total energy = -762.8676 a.u.
Net charge = 0


The following is a quantum chemistry calculation of a 2-piece molecular cluster, C9H16N2Si overall in a non-equilibrium geometry, from OMol25.

Each atom is followed by the atoms it is bonded to, with distances in Å.
Atoms and positions in Å:
1 C -1.53902 -2.52325 -2.20056  C2 1.338, C3 1.436, H13 1.080
2 C -1.84651 -2.63318 -0.90325  C1 1.338, C4 1.483, H14 1.080
3 C -0.77233 -1.40462 -2.67250  C1 1.436, C5 1.346, H15 1.081
4 C -1.44333 -1.61547 0.09760  C2 1.483, C6 1.506, H16 1.097, H19 1.095
5 C -0.30145 -0.46504 -1.83088  C3 1.346, C6 1.445, H17 1.080
6 C -0.53682 -0.52331 -0.40638  C4 1.506, C5 1.445, N11 1.272
7 C 0.63269 -0.92846 3.58910  N10 1.250, H18 1.086, H20 1.097
8 C 2.56281 1.60208 -0.53008  Si12 1.906, H21 1.087, H22 1.088, H23 1.088
9 C -0.10263 3.19692 -0.13862  Si12 1.904, H24 1.088, H25 1.086, H26 1.086
10 N -0.47820 -0.71393 3.05858  C7 1.250, H27 1.020
11 N -0.04275 0.27878 0.44835  C6 1.272, Si12 1.719
12 Si 0.92382 1.70000 0.43811  C8 1.906, C9 1.904, N11 1.719, H28 1.475
13 H -1.85341 -3.26701 -2.91701  C1 1.080
14 H -2.42383 -3.46799 -0.53403  C2 1.080
15 H -0.57133 -1.34011 -3.73315  C3 1.081
16 H -2.34770 -1.13800 0.49467  C4 1.097
17 H 0.29517 0.36095 -2.18820  C5 1.080
18 H 0.69375 -1.67355 4.37693  C7 1.086
19 H -0.98585 -2.08747 0.97290  C4 1.095
20 H 1.58014 -0.44479 3.32013  C7 1.097
21 H 3.24319 2.38790 -0.21066  C8 1.087
22 H 3.05586 0.64945 -0.34855  C8 1.088
23 H 2.42707 1.70327 -1.60496  C8 1.088
24 H -0.66816 2.98234 -1.04319  C9 1.088
25 H -0.81281 3.48462 0.63125  C9 1.086
26 H 0.53269 4.05586 -0.33410  C9 1.086
27 H -0.47154 -0.03098 2.30082  N10 1.020
28 H 1.25051 1.85499 1.86767  Si12 1.475

Output
⟨S²⟩ = 2.02
Strongest force on any atom = 0.1302 hartree/bohr
2S+1 = 3
Orbital gap (alpha / beta) = 6.942 / 5.930 eV
DFT total energy = -751.4064 a.u.
Net charge = 0


The following is a quantum chemistry calculation of a 2-piece molecular cluster, C9H16N3 overall in a non-equilibrium geometry, from OMol25.

Each atom is followed by the atoms it is bonded to, with distances in Å.
Atoms and positions in Å:
1 C 3.22689 -1.03671 -0.49299  C2 1.408, C3 1.376, H13 1.120
2 C 1.82390 -0.92501 -0.51711  C1 1.408, C9 1.265, H14 1.111
3 C 4.02234 0.02795 -0.13816  C1 1.376, N10 1.281, H15 1.134
4 C -2.22856 1.95654 -0.55765  C5 1.468, C6 1.543, H16 1.042, H17 1.017
5 C -1.77461 2.17338 0.82177  C4 1.468, C7 1.545, H18 1.091, H19 1.142
6 C -1.42852 0.71858 -1.01325  C4 1.543, C8 1.514, H20 1.174, H21 1.133
7 C -0.76541 1.04865 1.14193  C5 1.545, C8 1.603, H22 1.105, H23 1.124
8 C -0.09833 0.79854 -0.29400  C6 1.514, C7 1.603, C9 1.355, H24 1.114
9 C 0.86460 -0.10516 -0.59877  C2 1.265, C8 1.355
10 N 3.61080 1.10953 0.41178  C3 1.281, N11 1.248
11 N 2.58158 1.78599 0.20745  N10 1.248, H25 0.994
12 N 0.98215 -3.52006 0.01871  H26 0.993, H27 1.004, H28 1.119
13 H 3.69826 -2.05221 -0.45637  C1 1.120
14 H 1.41686 -1.89938 -0.17239  C2 1.111
15 H 5.14652 -0.12247 -0.13492  C3 1.134
16 H -3.26154 1.85983 -0.65538  C4 1.042
17 H -1.95498 2.71490 -1.17766  C4 1.017
18 H -1.23716 3.12114 0.88286  C5 1.091
19 H -2.60990 2.20830 1.59981  C5 1.142
20 H -1.92285 -0.27419 -0.62870  C6 1.174
21 H -1.36059 0.62676 -2.14071  C6 1.133
22 H -0.14932 1.16272 2.05214  C7 1.105
23 H -1.28954 0.06722 1.30193  C7 1.124
24 H 0.38153 1.78540 -0.48530  C8 1.114
25 H 2.39503 2.33129 1.01701  N11 0.994
26 H 0.00469 -3.68140 0.08570  N12 0.993
27 H 1.44970 -3.91951 0.81266  N12 1.004
28 H 1.39595 -4.15183 -0.80722  N12 1.119

Output
Strongest force on any atom = 0.1017 hartree/bohr
2S+1 = 1
Orbital gap (alpha / beta) = 7.496 / 7.499 eV
DFT total energy = -516.3273 a.u.
Net charge = +1


strongest force on any atom of number 2 (C9H16N2O2)? 0.0747 hartree/bohr